(1)
The following is a DFT calculation (the ωB97M-V functional and the def2-TZVPD basis) of a cluster of 13 separate species, C33H91F6N6O14 in total.

For the energy relative to the best compared isomer or geometry (same formula, charge and spin), the calculation gives 0.00 kcal per mole. The calculation puts the gap between HOMO and LUMO at 7.6464 eV. The charge is -1. The calculation puts the highest occupied orbital energy at -5.65 eV. As for the max |F|: 5.6 eV Å⁻¹. The LUMO energy is 1.995 eV. For the total energy, the calculation gives -3292.8321 a.u.

Element x y z (Å)
H 1.516 -0.493 2.153
H 1.126 -4.423 2.675
H 1.539 0.937 -0.476
H 4.158 2.336 0.404
C -5.377 -5.035 -2.354
H -1.928 1.799 2.597
H 2.537 -3.317 2.437
H -1.448 -3.991 -0.301
H -1.266 5.446 -0.973
N -2.449 3.845 5.225
C -2.453 2.108 -5.148
C 2.289 -2.323 4.927
H 6.246 -0.968 4.777
H -3.129 2.783 -3.262
F -2.351 -1.622 -0.552
O 4.084 -2.379 -1.750
F 2.482 6.422 1.123
H -1.972 1.869 -3.325
H -1.213 1.406 -0.286
H -0.073 3.838 1.271
C -3.586 0.990 -5.103
O 0.106 -2.979 -0.964
N 2.268 -1.012 7.138
O -4.472 -4.583 -3.358
H 1.927 -1.541 0.878
H 0.038 0.144 5.903
H -3.907 -0.123 3.640
C 5.073 -1.550 -1.154
H 4.475 -0.699 3.327
H -6.105 -4.268 -2.080
H 2.316 3.734 0.982
O -3.676 0.430 -6.372
H 0.037 -4.947 -0.273
H 1.836 -0.209 7.574
H 4.674 -1.107 -0.240
H 4.158 2.282 2.469
O -2.288 1.007 4.379
C 5.509 -0.435 -2.175
H -4.514 4.002 -0.125
H 2.256 -1.686 7.892
H -5.321 3.376 -2.116
C -4.409 2.967 -0.457
H 0.084 5.568 0.997
H 6.236 -0.192 -4.158
C 3.759 -3.513 -0.964
O -4.498 2.953 -1.859
C -1.215 0.435 -0.789
H 0.389 3.571 -3.257
C 0.777 -0.313 5.246
H 2.946 -1.737 4.284
H -2.809 -3.197 -4.814
H 0.332 2.035 -2.593
H 5.358 -1.549 2.105
H 2.866 -3.033 5.522
O -0.156 -0.245 -0.074
H -1.337 3.614 -0.946
N -2.285 2.700 -3.816
H 5.871 2.729 2.084
C 1.022 0.442 0.347
H 4.611 0.049 -2.560
C -2.462 2.085 3.506
H -1.202 -2.584 -2.511
H -0.332 2.369 -5.429
H -4.004 -1.600 -5.869
H 7.136 0.187 -1.179
C 5.253 -1.450 3.186
C -1.282 4.538 -0.370
O -6.288 -2.878 1.196
F -3.533 0.078 -1.270
H -1.139 -4.963 -2.974
C 6.287 -0.979 -3.406
C -2.543 -0.261 -0.482
H -2.011 -1.512 -3.303
C 0.050 4.598 0.500
C 1.943 -3.885 3.155
C -3.648 -3.515 -2.887
H -1.252 1.372 -6.718
H 0.041 2.776 4.989
C 1.461 -1.506 5.951
C -1.585 -4.717 -3.939
C -2.837 -0.193 3.843
H -4.173 -3.012 1.043
H -0.867 0.706 -5.103
C -5.012 -2.362 0.791
H -4.553 1.408 -4.816
H 0.623 -2.098 6.323
H -5.266 2.425 -0.057
H 1.549 3.084 -2.176
H -4.938 -2.112 -0.267
O -0.756 0.679 -2.099
H -2.594 -0.929 4.609
H -3.408 0.259 -4.311
O 3.033 3.282 -0.841
H -3.435 3.714 5.039
H 1.622 2.448 -3.587
H -3.430 2.583 -0.176
H -5.431 -0.752 -6.253
H 2.973 -0.175 1.163
H -4.229 -2.597 -2.989
N -1.499 -2.372 -3.457
C -4.373 -0.806 -6.519
H 7.311 -1.215 -3.115
H 3.038 -4.192 -1.417
H -4.306 -1.064 -7.575
H 4.919 -2.404 3.595
N 0.932 2.784 -2.928
C 1.928 -0.483 1.143
H 0.153 2.904 3.292
H -2.786 2.907 -5.812
C 5.091 1.972 1.995
H 2.584 -4.625 3.636
C -0.283 3.403 4.158
F 4.276 5.407 0.645
O 4.825 1.678 0.629
H -2.440 -0.433 2.856
H 5.812 -1.869 -3.820
H -4.810 -1.453 1.361
H -3.320 -3.703 -1.863
C -1.851 3.415 3.992
H -2.154 4.619 0.279
O 1.085 4.353 -0.475
F 3.055 6.314 -0.886
C -0.385 -3.966 -0.055
O 1.369 -2.963 4.052
H -6.130 -5.761 -2.667
H 5.984 -2.104 -0.918
H 5.471 1.074 2.482
H 4.684 -4.020 -0.682
C -2.411 -3.450 -3.830
H 0.806 1.214 1.087
H 1.464 0.422 4.826
H 5.911 0.959 -0.665
H -0.762 -4.656 -4.650
F -2.978 0.113 0.728
C 3.033 5.620 0.207
C -1.079 1.613 -5.669
O 6.402 -0.916 3.831
H 0.210 -0.686 4.392
H -2.150 4.198 3.293
H -6.158 -3.226 2.081
H -3.506 2.259 3.236
H -2.184 -5.568 -4.263
H -4.838 -5.440 -1.497
N 6.290 0.612 -1.538
H -2.268 3.044 5.818
H 3.348 -3.135 -0.026
H -0.208 -3.730 0.994
H -0.045 -2.158 -0.483
H 0.124 4.412 4.222
C 2.394 4.241 0.016

Atom charges from the Löwdin analysis, given in e for atoms 1 to 99:
1 H 0.060
2 H 0.077
3 H 0.112
4 H 0.023
5 C -0.115
6 H 0.113
7 H 0.072
8 H 0.055
9 H 0.075
10 N 0.029
11 C -0.396
12 C -0.195
13 H 0.077
14 H 0.025
15 F 0.105
16 O -0.184
17 F 0.133
18 H 0.018
19 H 0.121
20 H 0.081
21 C -0.199
22 O -0.142
23 N 0.027
24 O -0.192
25 H 0.054
26 H 0.070
27 H 0.083
28 C -0.192
29 H 0.058
30 H 0.080
31 H 0.134
32 O -0.192
33 H 0.076
34 H 0.052
35 H 0.094
36 H 0.080
37 O -0.190
38 C -0.416
39 H 0.077
40 H 0.051
41 H 0.087
42 C -0.156
43 H 0.110
44 H 0.069
45 C -0.104
46 O -0.134
47 C -0.378
48 H 0.118
49 C -0.071
50 H 0.087
51 H 0.113
52 H 0.053
53 H 0.077
54 H 0.119
55 O -0.132
56 H 0.052
57 N 0.038
58 H 0.080
59 C -0.213
60 H 0.132
61 C -0.225
62 H 0.028
63 H 0.056
64 H 0.066
65 H 0.059
66 C -0.168
67 C -0.049
68 O -0.119
69 F 0.170
70 H 0.070
71 C -0.061
72 C -0.556
73 H 0.038
74 C -0.209
75 C -0.101
76 C -0.186
77 H 0.071
78 H 0.062
79 C -0.373
80 C -0.056
81 C -0.094
82 H 0.079
83 H 0.077
84 C -0.156
85 H 0.116
86 H 0.128
87 H 0.085
88 H 0.060
89 H 0.065
90 O -0.228
91 H 0.092
92 H 0.109
93 O -0.244
94 H 0.066
95 H 0.136
96 H 0.059
97 H 0.079
98 H 0.059
99 H 0.121

***

(2)
The following is a DFT calculation (the ωB97M-V functional and the def2-TZVPD basis) of a cluster of 13 separate species, C33H91NO13 in total.

For the energy relative to the best compared isomer or geometry (same formula, charge and spin), the calculation gives 22.86 kcal per mole. The calculation puts the gap between HOMO and LUMO at 9.3622 eV. The charge is 0. The calculation puts the highest occupied orbital energy at -8.77 eV. As for the max |F|: 3.8 eV Å⁻¹. The LUMO energy is 0.590 eV. For the total energy, the calculation gives -2344.5905 a.u.

Element x y z (Å)
O -4.138 2.134 -1.388
C 1.256 -1.515 4.755
C -3.303 -5.366 -0.595
H -0.608 -0.378 -0.408
H 4.053 -1.324 -4.592
O -3.851 -4.434 -3.857
O 3.337 -2.576 -1.532
H 1.248 0.041 6.145
H -6.973 -1.474 -1.038
H 5.208 -2.944 4.282
C -2.069 -6.016 -4.151
O 0.193 2.640 0.391
H -2.088 4.045 0.331
H 5.758 -3.242 2.106
H 1.012 2.729 0.947
H 5.377 5.334 2.474
H 4.841 0.215 1.183
H -0.931 4.711 1.423
C 0.591 3.270 -3.267
H -4.011 -6.354 -3.187
O 0.214 -2.031 -1.190
H 2.304 -1.468 -3.013
O 2.144 1.256 2.204
H -4.388 5.470 -1.829
H 3.814 4.814 4.407
O 4.501 -3.395 3.771
H -2.986 4.503 -1.757
H 2.450 0.674 2.919
H -6.799 -3.248 -1.282
H 5.426 1.022 2.574
H 0.793 3.832 3.291
H -1.660 -5.455 -4.984
H -4.355 -4.948 -0.628
H 1.346 -2.292 5.496
H -3.421 2.080 -2.064
C 1.236 2.726 -4.485
H -3.309 -4.150 -3.137
C 4.759 -3.569 2.407
H -7.376 -2.180 -2.590
H 4.766 -4.672 2.255
O 2.570 -1.122 4.367
H 3.081 -1.947 4.141
H 1.490 4.047 4.860
C -1.627 3.880 1.248
C 2.960 3.127 3.487
C 4.597 3.761 1.195
H -1.608 1.850 0.715
H -0.554 2.180 2.140
C 1.500 3.350 3.983
H -5.264 -0.943 -2.748
H -5.767 3.435 -1.601
H -5.027 -2.717 -3.033
C 4.028 2.344 1.289
H 5.463 3.686 0.505
H -3.143 -6.098 -1.377
H 5.651 3.788 3.163
H 4.157 -2.907 -3.872
C 4.311 -1.835 -3.664
H -3.376 -6.026 0.343
H 1.220 4.017 -2.666
C -2.175 -4.355 -0.526
C 3.568 -2.965 1.612
H 5.937 1.623 0.984
H -1.020 -0.144 -5.068
H 0.817 -1.840 3.861
H -0.470 -0.823 -3.592
H 3.924 2.768 5.425
H -1.167 -4.922 -0.626
H 2.774 2.731 -0.401
H -1.376 -1.846 0.113
O -2.274 -3.503 -1.689
H -2.369 -0.166 2.001
C -3.549 -5.808 -4.057
H 3.178 1.438 4.811
H 3.839 4.303 0.648
H 0.694 1.854 -4.792
C -6.720 -2.250 -1.755
H -2.359 3.836 2.145
C 4.934 4.379 2.552
C 5.070 1.250 1.566
H 1.047 3.371 -5.341
H -3.659 2.294 1.932
C -0.395 -1.374 -0.108
H -0.399 -0.513 5.760
C 3.293 -1.591 -2.579
C -2.494 0.134 -3.540
H 3.159 1.120 -0.321
H -5.037 1.354 2.053
H 2.409 -2.670 -1.300
H 3.828 -2.873 0.546
C -0.918 2.546 1.222
O -3.341 0.099 0.330
C 0.604 -0.313 5.342
O -2.247 1.500 -3.231
H -3.877 1.310 3.429
H 0.946 -2.242 1.320
H 5.365 -1.586 -3.460
H -1.681 -7.026 -4.279
H -4.630 3.777 -0.231
H -1.299 1.607 -2.877
C 3.651 4.525 3.373
H -2.188 -3.790 0.409
H -1.667 -1.636 -4.563
C -4.753 3.443 -1.262
H -2.843 -0.468 -2.647
C -4.007 4.474 -2.052
N 2.846 2.471 2.138
H -3.888 0.747 -0.113
C -1.342 -0.615 -4.199
H 1.087 2.375 4.357
H -4.080 -1.186 -0.862
H -0.549 -2.332 -1.723
H -3.427 0.177 -4.132
H 3.428 -1.888 1.960
C -4.022 1.327 2.337
H -4.090 -5.993 -4.969
H 2.277 2.376 -4.403
H 2.721 -3.663 1.776
C 0.492 -1.316 1.068
H -1.647 -5.589 -3.240
H 0.044 2.375 -1.588
H -3.941 -0.752 2.064
C -5.347 -1.936 -2.279
C -3.366 0.101 1.736
H 0.113 -0.690 1.854
O 0.373 2.084 -2.457
H -0.368 3.765 -3.407
H 1.356 -0.669 0.853
H 3.018 5.291 2.906
H 0.586 0.619 4.809
O -4.407 -1.995 -1.169
C 3.566 2.097 -0.143
H 4.743 2.057 4.013
H 3.485 -0.623 -2.165
C 3.798 2.268 4.468
H -3.019 -2.875 -1.519
H 4.411 2.288 -0.869
H -3.997 4.341 -3.100

Atom charges from the Löwdin analysis, given in e for atoms 1 to 99:
1 O -0.119
2 C -0.294
3 C -0.095
4 H 0.096
5 H 0.067
6 O -0.102
7 O -0.093
8 H 0.079
9 H 0.075
10 H 0.114
11 C -0.077
12 O -0.103
13 H 0.026
14 H 0.111
15 H 0.077
16 H 0.091
17 H 0.092
18 H 0.078
19 C -0.282
20 H 0.107
21 O -0.073
22 H 0.103
23 O -0.037
24 H 0.085
25 H 0.111
26 O -0.107
27 H 0.051
28 H 0.074
29 H 0.088
30 H 0.063
31 H 0.076
32 H 0.078
33 H 0.096
34 H 0.117
35 H 0.047
36 C -0.085
37 H 0.002
38 C -0.317
39 H 0.062
40 H 0.113
41 O -0.119
42 H 0.065
43 H 0.096
44 C -0.065
45 C -0.458
46 C -0.134
47 H 0.103
48 H 0.091
49 C -0.018
50 H 0.113
51 H 0.103
52 H 0.113
53 C -0.521
54 H 0.125
55 H 0.040
56 H 0.120
57 H 0.080
58 C -0.089
59 H 0.098
60 H 0.135
61 C -0.276
62 C -0.075
63 H 0.093
64 H 0.041
65 H 0.077
66 H 0.058
67 H 0.090
68 H 0.147
69 H 0.050
70 H 0.099
71 O -0.157
72 H 0.090
73 C -0.318
74 H 0.066
75 H 0.118
76 H 0.055
77 C -0.079
78 H 0.102
79 C -0.163
80 C -0.018
81 H 0.079
82 H 0.049
83 C -0.323
84 H 0.091
85 C -0.315
86 C -0.284
87 H 0.071
88 H 0.062
89 H 0.050
90 H 0.053
91 C -0.324
92 O -0.112
93 C -0.079
94 O -0.120
95 H 0.092
96 H 0.053
97 H 0.076
98 H 0.077
99 H 0.103

***

(3)
The following is a DFT calculation (the ωB97M-V functional and the def2-TZVPD basis) of a cluster of 11 separate species, C33H93FO43P10 in total.

For the energy relative to the best compared isomer or geometry (same formula, charge and spin), the calculation gives 99.27 kcal per mole. The calculation puts the gap between HOMO and LUMO at 10.4798 eV. The charge is 0. The calculation puts the highest occupied orbital energy at -10.26 eV. As for the max |F|: 5.6 eV Å⁻¹. The LUMO energy is 0.216 eV. For the total energy, the calculation gives -8062.5166 a.u.

Element x y z (Å)
C -1.714 -0.616 2.250
C -2.743 1.550 -0.609
H 3.071 -4.615 -3.918
H -3.090 -6.210 -5.670
O -2.139 -3.482 -6.118
H 0.005 3.333 -2.802
H 0.096 -3.645 2.444
H -1.681 -1.298 -4.663
H 5.184 -3.073 3.526
H -3.407 3.726 -5.637
H -3.218 2.644 4.427
H 7.226 0.971 0.141
H -3.116 3.235 -3.931
C -2.382 -6.505 -4.896
H 1.618 -4.044 -3.119
P -2.950 -0.655 7.220
H 5.895 -1.350 3.579
H -5.008 -1.902 8.170
O 2.585 -2.217 5.424
H -2.062 2.204 -0.065
O 0.283 -0.846 -1.132
P 3.912 5.299 -1.338
O -3.207 -1.277 5.796
C -5.538 6.279 -1.855
P -0.243 4.465 -5.591
O -4.547 5.308 4.469
H 0.813 0.979 2.859
O -1.768 4.478 -5.024
O -6.114 4.713 -0.157
O -0.870 -0.987 1.209
H -2.922 2.170 -1.487
H 0.918 -4.011 -7.051
O -3.606 -4.229 -0.018
C -0.341 -1.130 7.035
H 1.076 -4.297 3.697
C -4.163 -2.415 8.629
H 3.602 -6.309 2.504
H 1.595 2.589 -3.139
H 7.364 1.740 -4.094
H -2.497 2.575 6.018
H 3.942 -8.258 -1.965
H 5.736 2.244 -3.512
H -4.970 5.839 2.538
H -0.786 4.579 2.878
O 0.185 1.329 0.142
O 2.673 -6.842 -1.260
H 4.677 -6.592 -2.107
H 0.850 -2.546 -6.162
O 1.314 -2.200 3.119
C 6.525 6.052 -1.113
H -2.161 -3.057 6.237
P -1.328 -4.000 -4.881
H 7.322 5.920 -0.381
H 2.100 -3.671 -5.810
H 0.620 -0.787 7.416
O -3.937 0.407 7.506
H -4.910 -7.589 -0.255
H -6.365 6.076 3.617
H -2.083 0.405 2.153
H -4.215 -6.304 -1.132
H 2.237 3.124 0.113
P -2.924 5.535 4.107
O 1.974 0.025 4.142
H -2.936 -6.932 -4.061
O 5.174 1.188 -0.582
H -5.931 4.426 3.146
H -1.686 -7.270 -5.244
O 3.433 -4.500 -1.945
H -1.643 5.737 -7.713
H 2.883 -4.698 2.172
H -0.563 -2.010 7.639
C -2.822 -2.619 5.489
H 7.076 -2.713 -1.320
H 3.496 -7.003 -3.187
O -2.062 0.245 -0.889
C -5.533 5.416 3.370
O 0.277 -4.200 -4.965
C -1.209 4.795 -8.048
H -1.806 -3.860 -0.993
H -1.551 3.334 1.788
H -6.991 -4.088 0.199
C 1.037 -3.613 -6.043
H 5.900 1.142 1.314
O -2.954 -1.891 8.260
O -6.460 6.752 -0.984
C 1.888 0.855 2.985
H -1.921 4.210 -8.630
C 1.549 -1.346 -0.660
O 2.793 4.981 -0.146
H -2.484 -1.371 2.410
P 2.575 -5.286 -0.746
H -5.565 4.075 -2.061
C 6.181 -2.337 -1.815
O -7.092 6.385 1.132
C -1.565 4.363 2.147
H -0.698 -1.267 -3.206
O 6.755 0.752 -2.540
O 5.224 5.839 -0.440
H 6.559 7.095 -1.428
H -1.640 -4.287 0.683
O 3.482 6.698 -1.989
H 2.507 0.409 2.206
P 2.475 -1.552 4.079
C 0.879 3.348 -3.454
O -1.758 -5.456 -4.251
O -1.482 -3.151 -3.510
C 5.058 -2.019 3.774
H -1.554 5.037 1.291
C -6.262 -4.073 1.010
H -4.603 6.839 -1.875
H 6.357 -1.999 -2.836
O -5.523 -5.212 1.239
C -2.667 3.382 -4.914
C -2.284 -3.757 -0.019
H -0.285 -3.341 4.068
H -3.196 -7.789 -0.768
H -1.054 -0.672 3.115
C 6.751 1.973 -3.223
C -6.616 5.996 0.060
C -3.956 -7.089 -0.421
C 0.568 -3.382 3.391
H 3.326 7.447 -3.980
O 4.337 -0.132 -2.804
H -2.382 -1.425 -2.972
H -2.346 -2.713 4.512
C -2.951 3.250 5.293
O -3.437 -4.434 2.621
H -0.284 -1.362 5.971
H -2.115 2.514 -5.274
H -0.454 5.093 -8.776
H 2.550 4.080 1.631
C 2.707 -3.993 -3.100
H 2.076 -0.612 -0.050
C 6.271 1.459 0.340
F -6.111 6.218 -3.059
O 0.365 5.743 -5.330
C -1.585 -1.710 -3.659
O 4.203 4.026 -2.164
O -2.822 4.756 2.656
H 1.348 4.298 -3.198
H -2.259 -2.686 0.180
H 2.882 -2.926 -3.241
O -0.423 3.980 -7.172
H -3.687 -3.255 5.674
O 1.145 -4.884 -0.574
P -3.915 -5.072 1.325
H 5.377 -3.073 -1.833
H 6.544 2.514 0.369
O 3.537 -5.179 0.582
C 3.006 -5.718 1.808
C 4.057 7.262 -3.193
H 4.875 6.672 -3.607
H 6.608 5.372 -1.961
H -4.341 4.727 -0.896
C 2.928 3.769 0.656
H 2.043 -1.482 -1.622
O 0.465 3.251 -4.801
C -5.342 4.837 -1.315
P 5.428 0.138 -1.803
C 3.771 -7.197 -2.150
H 2.310 1.853 3.109
O -2.351 6.915 4.209
H 4.531 8.219 -2.971
H -6.881 -4.055 1.906
P -0.586 0.046 -0.091
H 2.086 -6.286 1.673
H 7.179 2.851 -2.740
H 1.689 -2.257 -0.078
H 4.948 -1.999 4.859
H -4.359 -3.420 8.253
O 5.936 -1.205 -1.046
O -1.369 -0.202 7.189
H -3.723 1.324 -0.187
O 3.922 -1.490 3.181
H -4.163 -2.582 9.706
H -3.848 3.472 5.872
H 3.907 3.296 0.578
O -3.591 -6.671 0.911
O -2.269 4.462 5.146
H -5.688 -3.152 0.908

Atom charges from the Löwdin analysis, given in e for atoms 1 to 99:
1 C -0.115
2 C -0.065
3 H 0.084
4 H 0.091
5 O -0.296
6 H 0.083
7 H 0.083
8 H 0.086
9 H 0.090
10 H 0.091
11 H 0.092
12 H 0.086
13 H 0.070
14 C -0.133
15 H 0.070
16 P 0.435
17 H 0.091
18 H 0.095
19 O -0.257
20 H 0.047
21 O -0.232
22 P 0.558
23 O -0.198
24 C -0.327
25 P 0.441
26 O -0.256
27 H 0.079
28 O -0.256
29 O 0.063
30 O -0.259
31 H 0.063
32 H 0.090
33 O -0.226
34 C -0.128
35 H 0.084
36 C -0.150
37 H 0.093
38 H 0.095
39 H 0.091
40 H 0.079
41 H 0.092
42 H 0.078
43 H 0.060
44 H 0.093
45 O -0.270
46 O -0.229
47 H 0.084
48 H 0.090
49 O -0.235
50 C -0.078
51 H 0.078
52 P 0.554
53 H 0.083
54 H 0.074
55 H 0.098
56 O -0.227
57 H 0.085
58 H 0.084
59 H 0.089
60 H 0.082
61 H 0.075
62 P 0.534
63 O -0.236
64 H 0.084
65 O -0.236
66 H 0.092
67 H 0.090
68 O -0.274
69 H 0.093
70 H 0.077
71 H 0.086
72 C -0.098
73 H 0.099
74 H 0.078
75 O -0.247
76 C -0.076
77 O -0.243
78 C -0.115
79 H 0.087
80 H 0.064
81 H 0.091
82 C -0.092
83 H 0.086
84 O -0.222
85 O 0.179
86 C -0.092
87 H 0.088
88 C -0.072
89 O -0.256
90 H 0.091
91 P 0.529
92 H 0.140
93 C -0.114
94 O 0.130
95 C -0.097
96 H 0.066
97 O -0.241
98 O -0.269
99 H 0.077